A structure of composition C6H12AlO14S2 in a non-equilibrium geometry. Source: the OMol25 dataset; level of theory: wB97M-V/def2-TZVPD.

Summary:
Total energy, Eh: -2327.9103
E_LUMO, hartree: -0.0158
Total charge: -1
Orbital gap, Eh: 0.19964
Spin multiplicity: 1
HOMO energy, eV: -5.861

Last column: Löwdin charge in e.
Element x y z (Å)
Al 1.54818 0.93753 0.05611  1.0286
S 2.41857 -2.12162 1.49395  0.2614
O 3.00121 -0.76052 1.41624  -0.4625
O 1.39172 -2.18487 0.38930  -0.2864
O 3.36263 -3.15069 1.01423  -0.2102
O 1.81765 -2.40203 2.77810  -0.2943
S 2.86811 -2.05450 -2.10271  0.2738
O 3.92694 -2.28314 -1.07702  -0.1947
O 1.98631 -3.20383 -1.73892  -0.1967
O 2.14947 -0.81059 -1.81953  -0.4659
O 3.33707 -2.11951 -3.46976  -0.2733
C -1.32894 -1.48400 3.18898  -0.0108
O -1.97249 -0.22754 3.44980  -0.0111
C -1.36506 0.84780 2.96452  -0.6158
O -0.49022 0.83047 2.15331  0.0388
O -1.88873 1.97666 3.44223  0.0030
C -2.43636 2.03523 4.75744  -0.0423
H -1.49545 -2.16078 4.02437  0.0946
H -0.24741 -1.34168 3.15432  0.0702
H -1.67074 -1.93056 2.25902  0.1047
H -2.98240 2.97826 4.76791  0.0897
H -1.62385 2.15401 5.47279  0.0971
H -3.13099 1.23512 4.98860  0.0902
C -1.04473 3.55038 -3.12187  -0.0364
O -1.41651 2.28200 -3.67129  -0.0027
C -0.59279 1.25365 -3.40692  -0.6056
O 0.25296 1.22115 -2.55451  0.0178
O -0.92577 0.26655 -4.21288  0.0226
C -0.28031 -0.98141 -3.99557  -0.0320
H -0.07395 3.52487 -2.63871  0.0887
H -1.83629 3.79221 -2.41011  0.0925
H -1.10052 4.29279 -3.91573  0.0873
H -0.25649 -1.24159 -2.93090  0.0962
H 0.80104 -0.91339 -4.15077  0.0894
H -0.70188 -1.80644 -4.55401  0.0941

Atoms 1-6, force components in eV/Å:
0.80 -1.68 -0.23
-0.68 1.21 -1.72
-0.29 0.35 0.31
-0.58 -0.27 0.49
0.63 -0.25 0.49
0.23 -0.31 0.21

A cluster of 2 separate species, C14H16O in total in a non-equilibrium geometry. Source: the OMol25 dataset; level of theory: wB97M-V/def2-TZVPD.

Summary:
Total energy, Eh: -618.2807
E_LUMO, hartree: 0.0322
SMILES string: Cc1ccc(O)cc1.Cc1ccccc1
Orbital gap, Eh: 0.35169
Spin multiplicity: 1
HOMO energy, eV: -8.694

Last column: Löwdin charge in e.
Element x y z (Å)
C 1.27062 -2.51855 1.58454  -0.0498
C 0.44125 -2.27967 0.33642  -0.3135
C 1.03385 -2.25593 -0.93120  -0.0404
C 0.23959 -2.22125 -2.04591  -0.0065
C -1.11652 -1.92449 -1.90284  -0.3317
O -1.79880 -1.56775 -3.05404  0.0203
C -1.69110 -1.79316 -0.66867  -0.0120
C -0.89227 -2.00336 0.47258  -0.0701
H 0.85461 -1.93543 2.40976  0.0735
H 2.34053 -2.35848 1.48422  0.0755
H 1.06704 -3.54770 1.90161  0.0827
H 2.10523 -2.16323 -0.89244  0.1100
H 0.52797 -2.35231 -3.06642  0.1128
H -2.58975 -2.12549 -3.13782  0.1106
H -2.70462 -1.44613 -0.53798  0.1163
H -1.42436 -1.82571 1.39736  0.1069
C 2.49753 2.19263 -0.20598  -0.0406
C 1.20958 2.34591 0.57731  -0.2730
C 0.64133 3.60492 0.81984  -0.0481
C -0.70906 3.63338 1.11609  -0.0999
C -1.38153 2.51998 1.62110  -0.0940
C -0.76368 1.27985 1.52799  -0.0770
C 0.48560 1.21631 0.90559  -0.0519
H 3.32556 2.65927 0.31450  0.0752
H 2.33637 2.66021 -1.17640  0.0829
H 2.69844 1.12765 -0.30140  0.0678
H 1.19126 4.52525 0.63872  0.1125
H -1.28910 4.53430 0.98325  0.0976
H -2.41342 2.61517 1.94932  0.0995
H -1.20059 0.39405 1.97108  0.0882
H 0.85704 0.23590 0.73868  0.0763

Atoms 1-6, force components in eV/Å:
-1.02 -0.28 0.16
0.95 0.48 0.76
-0.15 -0.26 1.04
-0.81 0.46 -0.24
0.07 0.22 -0.41
-0.42 -0.79 -0.16

A cluster of 10 separate species, C43H80BN4O31 in total in a non-equilibrium geometry. Source: the OMol25 dataset; level of theory: wB97M-V/def2-TZVPD.

Summary:
Total energy, Eh: -4262.6947
E_LUMO, hartree: 0.0567
Total charge: -1
Orbital gap, Eh: 0.31790
Spin multiplicity: 1
HOMO energy, eV: -7.106

Last column: Löwdin charge in e.
Element x y z (Å)
O 0.54990 3.29580 1.97873  0.0805
C 0.02851 2.25796 1.52648  -0.3649
O 0.51724 1.41934 0.65947  0.2372
B -0.47757 0.35661 0.38252  -0.8429
O -1.71809 0.77331 1.12583  0.2412
C -1.39021 1.72953 1.91447  -0.4199
O -2.08040 2.19176 2.81359  0.1000
O -0.01045 -0.93584 0.81500  0.2472
C -0.01134 -1.82282 -0.14577  -0.3587
O 0.31963 -3.01322 -0.10978  0.1167
C -0.43851 -1.05219 -1.41692  -0.3738
O -0.66110 0.21402 -1.08934  0.2199
O -0.53977 -1.56740 -2.51905  0.1174
C -6.13997 1.36208 -6.50031  -0.1120
O -7.25879 1.01298 -5.67043  -0.1692
C -7.07962 1.18705 -4.29709  -0.2197
C -6.89224 2.68162 -3.80452  -0.2475
N -8.09642 3.36663 -3.96252  -0.0785
C -8.05907 4.79763 -3.39910  -0.1416
C -7.41151 5.68016 -4.45124  -0.2190
O -8.17688 5.73171 -5.66272  -0.1893
C -7.76769 6.56241 -6.70352  -0.1334
H -6.00033 2.28385 -7.06507  0.0789
H -6.09457 0.48250 -7.14247  0.0845
H -5.14471 1.31316 -6.05855  0.0827
H -6.18003 0.70058 -3.92003  0.1120
H -7.90379 0.77735 -3.71316  0.1204
H -6.15738 3.18779 -4.43052  0.1062
H -6.73626 2.51090 -2.73933  0.1260
H -8.31805 3.41726 -4.94661  0.0964
H -7.42701 4.75469 -2.51211  0.1136
H -9.03587 5.14946 -3.06717  0.1094
H -6.39693 5.35328 -4.67902  0.1145
H -7.40111 6.64727 -3.94855  0.1170
H -8.53098 6.49942 -7.47911  0.0887
H -6.78033 6.30633 -7.08774  0.0812
H -7.65603 7.62644 -6.49500  0.0786
C 4.06073 -15.26558 -0.29627  -0.0872
O 3.40087 -14.52482 -1.36505  -0.1990
C 3.15239 -15.36068 -2.51134  -0.2344
C 1.95736 -14.81306 -3.34934  -0.2085
N 2.18173 -13.43328 -3.74667  -0.0582
C 3.03538 -13.28056 -4.95942  -0.1695
C 2.92969 -11.80585 -5.41499  -0.2804
O 3.25636 -10.89283 -4.43139  -0.1605
C 3.16250 -9.56581 -5.05043  -0.0761
H 4.45351 -14.63357 0.50021  0.0839
H 4.90197 -15.86187 -0.64964  0.0752
H 3.23917 -15.91918 -0.00310  0.0810
H 2.91249 -16.37463 -2.19125  0.1028
H 4.06783 -15.51496 -3.08254  0.1080
H 1.12890 -14.80663 -2.64103  0.1220
H 1.92855 -15.56319 -4.13964  0.1053
H 1.28482 -13.10614 -4.07627  0.1031
H 2.59125 -13.92971 -5.71403  0.1024
H 4.02451 -13.70762 -4.79403  0.1125
H 1.99052 -11.58244 -5.92111  0.1190
H 3.69700 -11.65988 -6.17527  0.1089
H 2.11294 -9.36390 -5.26435  0.0847
H 3.68732 -9.46538 -6.00047  0.0771
H 3.53575 -8.75945 -4.41910  0.0881
C 13.98714 -0.36438 5.69882  -0.1311
O 13.07617 0.56551 6.19928  -0.2041
C 12.29622 1.10321 5.16302  -0.2215
C 11.76533 2.41940 5.77881  -0.1671
N 10.80343 3.10936 4.85731  -0.0633
C 10.25601 4.32504 5.37342  -0.2346
C 9.01765 4.81289 4.57419  -0.2619
O 9.38486 5.22086 3.30447  -0.2023
C 8.25384 5.55875 2.39747  -0.0538
H 14.47951 -0.14692 4.75098  0.0844
H 13.34708 -1.22950 5.52569  0.0861
H 14.74576 -0.66166 6.42284  0.0877
H 11.60596 0.31147 4.87185  0.1282
H 12.94882 1.37820 4.33441  0.1137
H 12.58360 3.07028 6.08687  0.1165
H 11.22402 2.12893 6.67920  0.1160
H 11.27144 3.42379 4.01933  0.1071
H 10.97678 5.14263 5.38598  0.1146
H 9.90060 4.23069 6.39952  0.1155
H 8.33888 5.44635 5.14524  0.1174
H 8.43917 3.92749 4.31052  0.1120
H 7.57290 6.32735 2.76311  0.0806
H 7.65168 4.66233 2.24941  0.0796
H 8.60444 5.81096 1.39668  0.0803
C -6.99689 8.92594 1.75524  -0.0839
O -5.56684 8.59411 1.60122  -0.1656
C -4.87527 9.75143 2.02114  -0.2777
C -3.44015 9.58799 1.55566  -0.1930
N -3.44414 9.66020 0.06955  -0.0410
C -2.09912 9.86786 -0.53116  -0.2247
C -2.16428 10.12894 -1.96873  -0.2651
O -2.43730 9.02739 -2.80583  -0.1579
C -2.29590 9.33657 -4.14105  -0.1549
H -7.37817 9.81275 1.24898  0.0814
H -7.32664 8.92884 2.79416  0.0831
H -7.42725 8.08881 1.20560  0.0821
H -4.86432 9.85472 3.10617  0.1132
H -5.32197 10.70421 1.73693  0.1143
H -2.90669 8.77732 2.05198  0.1191
H -2.83693 10.44022 1.86860  0.1095
H -3.88016 8.91786 -0.45858  0.1074
H -1.35977 9.09863 -0.30811  0.1262
H -1.72688 10.80488 -0.11702  0.1181
H -1.18827 10.50046 -2.28096  0.1230
H -2.90566 10.92118 -2.07269  0.1283
H -2.67687 10.28172 -4.52790  0.0846
H -2.92089 8.61732 -4.67034  0.0872
H -1.26732 9.28020 -4.49736  0.0862
C -5.99216 4.48313 10.12494  -0.1321
C -6.78222 5.47239 9.26999  -0.0985
O -7.35048 6.24392 10.33547  0.0689
C -7.44526 5.49737 11.44045  -0.5740
O -7.82580 5.92202 12.53367  0.1161
O -6.70426 4.42462 11.33901  0.0953
H -4.97240 4.84544 10.25502  0.1293
H -5.72375 3.55374 9.62266  0.1333
H -7.48677 4.94079 8.63038  0.1274
H -6.18335 6.08355 8.59475  0.1344
C -5.62252 -7.37352 -5.51503  -0.1373
C -4.89907 -8.03283 -6.63062  -0.1150
O -3.92647 -8.83440 -5.94913  0.0767
C -3.71029 -8.40874 -4.73665  -0.5619
O -2.81649 -8.76589 -3.97547  0.1365
O -4.73243 -7.57482 -4.42776  0.0704
H -6.58768 -7.85088 -5.34565  0.1296
H -5.83252 -6.34392 -5.80472  0.1333
H -4.42129 -7.35060 -7.33375  0.1355
H -5.56578 -8.74049 -7.12338  0.1320
C 6.49541 -1.95860 5.99384  -0.1781
C 5.05823 -1.62558 5.94181  -0.1288
O 4.60743 -2.73650 5.24094  0.0820
C 5.46611 -3.75146 5.28885  -0.5706
O 5.27270 -4.84258 4.81601  0.1575
O 6.58874 -3.32152 5.85779  0.0860
H 7.03479 -1.64260 6.88677  0.1339
H 7.15562 -1.54671 5.23058  0.1381
H 4.89078 -0.70412 5.38417  0.1416
H 4.50472 -1.59736 6.88039  0.1382
C -4.07582 -4.99638 5.26374  -0.1178
C -3.16021 -5.16894 6.54807  -0.1032
O -2.07932 -5.98137 6.11521  0.0745
C -2.35008 -6.45232 4.90034  -0.5210
O -1.60069 -7.23486 4.30274  0.1211
O -3.53899 -5.98143 4.41765  0.0545
H -4.02769 -3.97344 4.89041  0.1250
H -5.12187 -5.22890 5.46327  0.1220
H -3.76491 -5.68057 7.29685  0.1202
H -2.88047 -4.17957 6.91000  0.1248
C 1.76095 3.67507 -7.21272  -0.1253
C 2.16760 3.73413 -5.81118  -0.1483
O 3.15073 2.70382 -5.65732  0.0757
C 3.03552 1.96652 -6.81782  -0.5832
O 3.65417 0.90402 -7.01097  0.1020
O 2.14627 2.36468 -7.62107  0.1321
H 2.15694 4.51853 -7.77828  0.1357
H 0.67958 3.80852 -7.18231  0.1367
H 1.36834 3.51547 -5.10303  0.1398
H 2.62657 4.69187 -5.56588  0.1347

Atoms 1-6, force components in eV/Å:
-1.25 -2.97 -1.38
0.60 2.83 1.85
0.16 -0.17 -0.25
-0.12 0.32 -0.92
0.57 -1.48 -1.37
-0.75 2.47 2.42

The molecule C4H9NOS2 in a non-equilibrium geometry. Source: the OMol25 dataset; level of theory: wB97M-V/def2-TZVPD.

Summary:
Total energy, Eh: -1084.0265
E_LUMO, hartree: -0.0102
SMILES string: CS[C@H](C)C(=S)NO
Orbital gap, Eh: 0.30393
Spin multiplicity: 1
HOMO energy, eV: -8.547

Last column: Löwdin charge in e.
Element x y z (Å)
C -2.67717 0.39702 -0.57810  -0.5061
S -1.58265 -0.97578 -0.62836  0.8096
C -0.14971 -0.76495 0.58166  -0.5800
C -0.73035 -0.26383 2.05322  -0.0993
C 1.08721 0.04187 0.00402  -0.7536
S 2.54028 -0.77259 -0.42970  0.5999
N 1.23610 1.43186 0.13135  -0.0769
O -0.01501 2.11333 -0.31041  -0.1266
H -3.58876 0.20822 -1.25883  0.0600
H -3.27238 0.38534 0.29656  -0.0051
H -2.42260 1.50889 -0.88664  0.0774
H 0.26015 -1.79063 0.58986  0.0594
H -1.00307 0.79805 2.29034  0.0692
H 0.29116 -0.43770 2.70134  0.1144
H -1.46324 -1.06236 2.31484  0.0636
H 2.03912 1.93239 -0.19521  0.1015
H 0.12501 3.04131 0.27563  0.1925

Atoms 1-6, force components in eV/Å:
-2.13 2.67 -1.86
1.33 -0.55 -0.41
-1.04 2.50 -0.11
4.11 -1.73 0.14
2.71 0.00 0.63
-2.35 0.93 0.61